{
  "formula": "C5H6O",
  "method": "wB97M-V/def2-TZVPD",
  "symbols": ["O", "C", "C", "C", "C", "C", "H", "H", "H", "H", "H", "H"],
  "coordinates": [[2.4158, -1.1112, 0.2437], [1.7831, -0.4874, 1.0607], [0.3663, -0.0027, 0.8441], [-0.1601, -0.2800, -0.5962], [-1.4264, 0.2672, -0.9661], [-2.2173, 1.0857, -1.4172], [2.2322, -0.2404, 2.0499], [0.3206, 1.0567, 1.1168], [-0.2362, -0.5017, 1.6407], [-0.0062, 0.3024, -1.5870], [0.2044, -1.2360, -0.9604], [-3.2762, 1.1474, -1.4290]],
  "mulliken_charge": [-0.47, 0.01, -0.41, -0.34, -0.45, -0.30, 0.34, 0.33, 0.30, 0.26, 0.44, 0.29],
  "de_lowest_kcal_mol": 85.2,
  "e_homo_ha": -0.3455,
  "e_tot_ha": -269.21045,
  "smiles": "C#CCCC=O",
  "lumo_ha": 0.028,
  "homo_lumo_gap_ev": 10.17,
  "mol_weight_g_mol": 82.10
}